No. 1
{
  "formula": "C16H18F24LiN5O16S8",
  "method": "wB97M-V/def2-TZVPD",
  "elements": ["Li", "C", "C", "C", "N", "C", "C", "C", "C", "C", "H", "H", "H", "H", "H", "H", "H", "H", "H", "H", "H", "H", "H", "H", "H", "H", "H", "H", "C", "F", "F", "F", "S", "O", "O", "N", "S", "O", "O", "C", "F", "F", "F", "C", "F", "F", "F", "S", "O", "O", "N", "S", "O", "O", "C", "F", "F", "F", "C", "F", "F", "F", "S", "O", "O", "N", "S", "O", "O", "C", "F", "F", "F", "C", "F", "F", "F", "S", "O", "O", "N", "S", "O", "O", "C", "F", "F", "F"],
  "coordinates": [[0.15358, 0.61349, 2.69584], [-0.30540, -4.87765, -6.17466], [0.55047, -5.37594, -4.96370], [2.03709, -4.99342, -4.96190], [3.00395, -5.52843, -3.84185], [3.01860, -7.05264, -3.79329], [4.49064, -5.10564, -4.12289], [5.04150, -4.67141, -2.79659], [4.08983, -5.00354, -1.69103], [2.70089, -5.06872, -2.38289], [-0.52787, -3.81132, -6.13544], [-1.30332, -5.30836, -6.25688], [0.25632, -4.96208, -7.10494], [0.40261, -6.45345, -4.89157], [0.17444, -5.09917, -3.97876], [2.08851, -3.91904, -4.78541], [2.38695, -5.22629, -5.96762], [3.33199, -7.49125, -4.74066], [2.01300, -7.40807, -3.56853], [3.55576, -7.36001, -2.89602], [5.09649, -5.82873, -4.66896], [4.54125, -4.19967, -4.72684], [5.87436, -5.32662, -2.54132], [5.51912, -3.69413, -2.72653], [4.42865, -5.89258, -1.15914], [4.06548, -4.18380, -0.97301], [2.06064, -5.78561, -1.86884], [2.29949, -4.05600, -2.41995], [-4.05652, 2.39033, -0.83491], [-4.32841, 2.97477, -2.02110], [-3.41179, 3.22799, -0.08164], [-5.26004, 2.11949, -0.37829], [-3.05471, 0.68695, -1.09237], [-3.73354, -0.07060, -2.11695], [-1.70419, 1.03276, -1.52106], [-3.08386, 0.05144, 0.56426], [-4.11614, -1.05628, 0.52476], [-5.45417, -0.83665, -0.09880], [-3.55871, -2.35359, 0.16011], [-4.47940, -1.09116, 2.43581], [-4.72397, 0.22001, 2.76447], [-5.54432, -1.94656, 2.64208], [-3.45249, -1.54410, 3.07540], [3.99495, 4.99891, 2.43086], [2.90993, 4.74101, 1.61108], [5.06070, 5.51291, 1.72000], [3.81452, 5.78874, 3.45674], [4.52563, 3.29397, 3.16637], [4.63363, 2.37836, 2.01932], [5.78244, 3.51442, 3.90304], [3.09528, 2.70916, 4.04774], [3.33278, 3.24343, 5.52269], [4.49300, 2.69893, 6.20568], [3.11100, 4.68680, 5.60597], [1.70228, 2.41756, 6.25816], [0.56244, 3.04130, 5.71662], [1.66981, 1.16148, 5.88670], [1.75305, 2.47727, 7.59187], [3.12601, -7.38710, 7.78757], [3.59969, -6.29022, 7.28208], [3.79101, -8.40632, 7.21103], [3.39967, -7.38417, 9.13892], [1.20248, -7.36480, 7.40025], [0.56639, -6.99702, 8.62691], [1.03121, -6.46392, 6.26332], [0.72987, -9.01317, 7.20481], [0.57357, -9.19870, 5.68319], [1.52319, -8.53357, 4.76975], [0.53197, -10.70321, 5.57643], [-1.31697, -8.69478, 5.34593], [-2.15109, -8.81944, 6.34877], [-1.34704, -7.40282, 5.08302], [-1.70750, -9.39387, 4.23058], [-5.00512, 12.80200, -1.71443], [-4.98258, 14.02214, -1.21264], [-3.73921, 12.30257, -1.65601], [-5.83979, 12.05834, -0.97263], [-5.48372, 12.88520, -3.54920], [-5.16833, 11.51662, -4.01029], [-6.93345, 13.25336, -3.66454], [-4.33265, 14.09533, -4.16148], [-4.49813, 13.96815, -5.70437], [-3.22753, 13.88558, -6.50790], [-5.64771, 13.26943, -6.27075], [-4.99539, 15.85016, -6.01005], [-5.78688, 16.29056, -5.11780], [-3.88410, 16.49118, -5.94477], [-5.55246, 15.96324, -7.17669]],
  "atomic_forces_ev_per_a": [[0.01, 0.24, 0.00], [0.80, 1.07, 0.51], [-0.54, -0.94, 1.13], [-0.27, 0.66, 0.22], [0.32, -1.44, -0.71], [-1.07, 0.33, 0.46], [-0.79, 1.78, -0.23], [2.53, -1.33, 0.99], [-1.35, 0.78, 0.12], [1.11, 0.00, -0.14], [0.24, 0.19, 0.41], [0.39, -0.58, 0.16], [-0.11, -0.52, -0.10], [0.42, -0.30, -0.43], [-0.56, 0.62, -0.16], [0.16, 0.09, -0.34], [0.90, -0.12, 0.33], [0.32, 0.20, 0.26], [-0.19, 0.24, -0.32], [0.65, 0.01, -0.48], [-0.66, -0.52, 0.31], [-0.81, -0.17, -0.45], [0.46, 0.06, -0.42], [-0.71, 0.26, -0.46], [-0.59, -0.12, -0.09], [-0.10, -0.20, 0.17], [-0.36, 0.23, -0.48], [-0.30, -0.24, -0.14], [-0.82, -1.45, -1.98], [1.19, -0.22, -0.09], [0.55, 0.38, 0.75], [-0.08, -0.40, 1.24], [0.99, 0.59, -0.27], [-0.31, 0.41, 1.23], [-0.74, 0.29, 1.69], [1.88, 3.81, -3.64], [-5.26, -4.57, 0.01], [2.54, 0.38, 1.66], [0.08, 0.66, 0.73], [-1.63, 0.36, -3.33], [-0.30, -1.81, 0.60], [1.27, 1.79, 0.26], [1.03, -0.25, 1.33], [1.38, -1.76, -0.28], [1.63, 1.35, 1.40], [-1.82, -0.81, 0.33], [-1.02, 0.58, -0.93], [0.47, -2.50, -0.92], [-0.51, 1.41, 1.16], [-2.61, 0.19, -0.95], [3.02, 1.16, -1.63], [-0.84, 1.22, 1.41], [-1.55, 0.11, -0.09], [0.08, -1.52, 0.72], [1.12, 2.12, -0.93], [1.56, -0.97, 1.34], [-0.48, -1.11, -0.14], [-0.76, 0.21, -0.73], [-0.63, -1.04, 0.62], [0.56, 1.32, -0.32], [-0.58, 0.18, 0.56], [-0.54, -0.27, -1.55], [-1.15, -0.83, 0.47], [0.48, 0.51, 0.57], [0.68, -1.06, 1.52], [1.69, 4.45, 0.92], [0.38, -5.71, -2.69], [-2.10, -0.74, 1.05], [-0.51, 3.04, -0.64], [2.04, 0.17, -1.27], [-0.21, -1.43, 0.38], [0.08, 0.82, -0.98], [-0.15, 0.59, 1.28], [0.93, 0.14, -0.67], [-0.04, 0.46, 0.39], [-1.26, 0.14, 0.23], [0.56, 0.18, -0.77], [-1.75, -1.23, -1.76], [-0.10, 2.22, 1.01], [3.58, -0.14, 1.01], [-2.13, -3.32, 2.53], [0.97, 2.74, -5.29], [-2.44, -0.15, 2.35], [0.94, -0.03, 0.93], [1.39, -4.93, 0.06], [-2.25, 1.20, 2.24], [2.32, 2.19, -0.28], [-0.71, 0.58, -2.01]],
  "mulliken_charge": [0.9825, -1.2923, -0.4602, -0.6801, 0.3523, -1.1261, -0.6113, -0.4021, -0.7125, -0.5912, 0.3429, 0.3683, 0.3329, 0.3079, 0.4069, 0.3681, 0.4652, 0.3473, 0.3984, 0.4287, 0.3617, 0.2815, 0.2226, 0.4385, 0.3704, 0.3266, 0.3196, 0.4362, 0.6882, -0.2296, -0.2100, -0.2106, 0.8868, -0.5415, -0.6377, -0.4160, 0.9905, -0.6045, -0.6614, 0.5974, -0.2193, -0.2165, -0.2077, 0.6648, -0.2212, -0.2174, -0.1723, 0.8992, -0.6744, -0.5639, -0.4188, 1.0198, -0.6088, -0.6200, 0.5909, -0.2369, -0.2201, -0.2117, 0.6684, -0.2281, -0.2309, -0.2353, 0.9795, -0.6626, -0.5472, -0.4146, 0.9849, -0.5823, -0.7160, 0.6558, -0.2288, -0.2087, -0.2341, 0.6154, -0.2231, -0.2226, -0.1969, 1.0513, -0.6208, -0.6072, -0.4053, 0.9180, -0.6835, -0.5911, 0.7150, -0.2512, -0.2496, -0.2484],
  "charge": -2,
  "e_lumo_ev": 0.314,
  "homo_lumo_gap_ev": 5.7,
  "de_lowest_kcal_mol": 254.1
}



No. 2
{
  "formula": "C16H18F2INO9S",
  "method": "wB97M-V/def2-TZVPD",
  "elements": ["C", "C", "I", "C", "C", "S", "O", "O", "O", "C", "C", "C", "C", "C", "C", "N", "H", "H", "H", "H", "H", "H", "H", "H", "H", "H", "H", "H", "O", "C", "O", "C", "C", "F", "O", "H", "H", "H", "O", "C", "O", "C", "C", "F", "O", "H", "H", "H"],
  "coordinates": [[2.05830, 0.35953, -2.84949], [0.54950, 0.32698, -2.57274], [-0.54662, 1.33009, -4.17201], [0.27201, 1.14554, -1.29616], [-0.86226, 0.58964, -0.37584], [-1.95431, -0.66161, -1.09008], [-2.03384, -1.71684, -0.12726], [-3.22695, -0.06088, -1.31371], [-1.35442, -1.19970, -2.48018], [0.08927, -1.14186, -2.38929], [0.73604, -2.09545, -3.38921], [0.18435, -2.17098, -4.64291], [0.75389, -3.06256, -5.52948], [1.81749, -3.77854, -5.05133], [2.32432, -3.61744, -3.79270], [1.77868, -2.76008, -2.93180], [2.47483, 1.34411, -2.64560], [2.29774, 0.07561, -3.87486], [2.49979, -0.40160, -2.19951], [-0.00429, 2.16819, -1.54554], [1.19434, 1.21079, -0.71377], [-1.46536, 1.40832, -0.00509], [-0.37066, 0.13272, 0.47586], [0.35733, -1.49608, -1.38650], [-0.65924, -1.56644, -4.93477], [0.38171, -3.18496, -6.53569], [2.30113, -4.49596, -5.70734], [3.17561, -4.19642, -3.45627], [0.58023, 1.33283, 2.18510], [0.11008, 2.40705, 2.39102], [0.50264, 3.22479, 3.38862], [-0.19265, 4.46727, 3.23323], [-1.40088, 4.04939, 2.43500], [-1.81457, 5.03039, 1.60153], [-0.89384, 2.96762, 1.66394], [0.43732, 5.17057, 2.68690], [-0.44952, 4.89570, 4.19832], [-2.24430, 3.70333, 3.03430], [-2.38066, 0.15098, 6.77570], [-1.63351, -0.33398, 5.99571], [-0.90827, 0.36935, 5.08587], [-0.03187, -0.55294, 4.42872], [-0.74177, -1.86534, 4.63449], [0.13268, -2.89584, 4.74251], [-1.38744, -1.67173, 5.88380], [0.94539, -0.53365, 4.91384], [0.08942, -0.29747, 3.38187], [-1.48687, -2.10244, 3.87281]],
  "atomic_forces_ev_per_a": [[-0.37, -0.25, -0.23], [0.46, 0.25, 0.38], [0.19, -0.21, -0.03], [-0.78, 0.07, 0.25], [1.47, -0.23, -0.99], [-2.19, 0.18, 1.84], [1.18, -0.76, -0.11], [0.01, 0.61, -1.31], [0.29, 0.59, 0.83], [0.46, 0.10, -0.57], [-1.30, 1.15, 1.25], [-0.19, -0.30, -0.91], [-0.34, 0.46, 0.30], [0.98, -1.35, -1.46], [-0.03, 0.30, 0.63], [0.28, -0.41, -0.03], [-0.01, -0.02, 0.01], [-0.04, 0.04, 0.03], [0.24, 0.25, 0.08], [0.24, -0.02, -0.16], [-0.08, -0.19, 0.08], [-0.47, -0.24, -0.19], [-0.33, -0.33, 0.00], [0.34, 0.13, -0.11], [-0.10, 0.04, 0.19], [0.00, -0.05, -0.03], [-0.01, 0.00, 0.07], [0.00, 0.05, 0.05], [0.05, 0.37, -0.21], [0.30, -0.10, 0.13], [-0.18, 0.00, -0.21], [0.11, 0.21, 0.39], [-0.01, 0.30, -0.31], [-0.02, -0.09, -0.04], [0.01, -0.14, 0.44], [-0.12, -0.02, -0.15], [0.08, -0.22, 0.09], [-0.06, 0.04, -0.08], [0.05, 0.01, 0.02], [-0.06, 0.10, 0.25], [-0.09, -0.28, 0.01], [0.19, 0.08, -0.38], [0.25, -0.16, 0.32], [-0.08, -0.02, 0.03], [-0.19, 0.31, -0.36], [-0.04, -0.18, 0.08], [-0.15, 0.08, 0.14], [0.06, -0.13, -0.01]],
  "mulliken_charge": [-1.8108, 0.3962, 0.2180, -0.8756, -0.5558, 1.3057, -0.6850, -0.7119, -0.2974, -0.1246, 0.4064, -0.4279, -0.6906, -0.3056, -0.4582, -0.4619, 0.4910, 0.3938, 0.4601, 0.4206, 0.3262, 0.6102, 0.1646, 0.6398, 0.3894, 0.4335, 0.3558, 0.4218, -0.5273, 0.6794, -0.3461, -0.5277, 0.2848, -0.2783, -0.2465, 0.2973, 0.2887, 0.3019, -0.5121, 0.5949, -0.2498, -0.0418, 0.3389, -0.2850, -0.3235, 0.2454, -0.0386, 0.3175],
  "e_lumo_ev": 0.253,
  "smiles": "C[C@]1(I)CCS(=O)(=O)O[C@H]1c1ccccn1.O=C1OC[C@@H](F)O1.O=C1OC[C@@H](F)O1",
  "homo_lumo_gap_ev": 9.9
}



no.,HOMO (eV)
1,-5.42
2,-9.60